DFT (ωB97M-V/def2-TZVPD) results for a single C3H7N3O2 molecule.

CARTESIAN COORDINATES (ANGSTROEM)
H 2.207 -1.923 -0.494
N 2.311 -1.011 0.113
C 1.156 -0.479 0.314
C 0.971 1.054 0.659
O 0.322 1.702 -0.427
N -0.070 -0.935 -0.206
N -1.237 -0.290 -0.540
C -2.337 -0.530 0.218
O -3.373 0.164 0.290
H 2.022 1.381 0.879
H 0.260 1.153 1.597
H 1.047 2.036 -1.225
H 0.289 -1.536 -0.951
H -1.220 0.742 -0.927
H -2.350 -1.528 0.700

## Properties
Frontier orbital gap: 10.1 eV
Energy relative to the best compared isomer or geometry (same formula, charge and spin): 436.1 kJ/mol

These are the Mulliken partial charges, in e, on atoms 1 to 4:
1. H 0.21
2. N -0.66
3. C 0.60
4. C -0.42

---

DFT (ωB97M-V/def2-TZVPD) results for a single C5H10O molecule.

CARTESIAN COORDINATES (ANGSTROEM)
C 2.440 -0.001 -0.098
C 1.055 0.409 -0.528
C -0.014 -0.307 0.262
O 0.098 -0.614 1.465
C -1.299 -0.249 -0.372
C -2.454 0.109 0.536
H 3.172 0.728 -0.447
H 2.450 -0.055 0.995
H 2.692 -0.989 -0.496
H 0.894 0.338 -1.613
H 0.841 1.449 -0.245
H -0.332 -1.396 -0.423
H -1.400 -0.114 -1.446
H -2.055 0.868 1.236
H -3.316 0.539 0.006
H -2.774 -0.713 1.169

## Properties
Frontier orbital gap: 9.5 eV
Energy relative to the best compared isomer or geometry (same formula, charge and spin): 293.6 kJ/mol

These are the Mulliken partial charges, in e, on atoms 1 to 4:
1. C -1.14
2. C -0.22
3. C 0.65
4. O -0.68

---

DFT (ωB97M-V/def2-TZVPD) results for 3 unconnected molecules or ions with the total composition C3H14N2O2.

CARTESIAN COORDINATES (ANGSTROEM)
N 0.382 0.262 2.347
C 1.096 0.327 1.045
C 0.171 0.933 -0.029
C 0.785 0.903 -1.413
N -0.176 1.378 -2.413
H 0.010 1.175 2.615
H 1.035 0.027 3.060
H 1.389 -0.699 0.752
H 1.966 0.965 1.117
H -0.818 0.365 -0.075
H -0.097 1.938 0.169
H 1.093 -0.181 -1.645
H 1.712 1.542 -1.452
H 0.277 1.370 -3.345
H -0.965 0.735 -2.466
O -1.258 -1.830 1.445
H -0.787 -1.115 1.862
H -1.990 -2.083 1.985
O -1.262 -1.653 -1.404
H -1.333 -2.587 -1.730
H -1.228 -1.771 -0.427

## Properties
Frontier orbital gap: 9.7 eV
Energy relative to the best compared isomer or geometry (same formula, charge and spin): 28.6 kJ/mol

These are the Mulliken partial charges, in e, on atoms 1 to 4:
1. N -0.62
2. C -0.69
3. C -0.45
4. C -0.37

---

DFT (ωB97M-V/def2-TZVPD) results for 2 unconnected molecules or ions with the total composition C4H8NO.

CARTESIAN COORDINATES (ANGSTROEM)
C -0.641 -0.330 -1.903
C 0.471 -1.019 -1.663
C -0.465 -0.851 -0.564
C 0.606 1.140 0.571
N -0.359 -0.090 0.687
O 0.855 1.595 1.922
H -1.323 0.137 -2.602
H 1.285 -1.513 -2.057
H -2.444 -2.529 1.006
H 1.577 0.728 0.225
H 0.154 1.855 -0.175
H -0.134 -0.872 1.364
H -1.259 0.240 0.788
H 1.676 1.509 2.401

## Properties
Frontier orbital gap (alpha / beta): 10.0 / 8.9 eV
Charge: +1
Energy relative to the best compared isomer or geometry (same formula, charge and spin): 750.2 kJ/mol

These are the Mulliken partial charges, in e, on atoms 1 to 4:
1. C -0.20
2. C -0.32
3. C -0.29
4. C -0.29

---

DFT (ωB97M-V/def2-TZVPD) results for a single C24H22F3N5O5 molecule.

CARTESIAN COORDINATES (ANGSTROEM)
C -3.518 0.567 8.765
O -3.521 1.649 7.865
C -3.116 1.432 6.579
C -2.702 0.202 6.122
C -2.266 0.017 4.801
N -1.855 -1.209 4.400
C -1.443 -1.310 3.173
N -1.377 -0.337 2.255
C -1.782 0.859 2.602
O -1.767 1.903 1.768
C -1.275 1.910 0.484
C -1.221 3.180 -0.092
C -0.715 3.333 -1.368
C -0.258 2.237 -2.074
C -0.331 0.969 -1.506
N 0.166 -0.105 -2.252
C -0.017 -1.424 -2.020
O -0.717 -1.943 -1.185
N 0.702 -2.256 -2.897
C 1.648 -1.938 -3.823
C 2.440 -2.879 -4.546
C 3.244 -2.097 -5.320
C 4.305 -2.443 -6.324
C 5.008 -3.750 -5.946
C 5.307 -1.293 -6.469
C 3.598 -2.648 -7.674
F 4.457 -2.982 -8.647
F 2.953 -1.554 -8.092
F 2.685 -3.632 -7.621
O 2.966 -0.807 -5.100
N 1.977 -0.712 -4.171
C -0.847 0.798 -0.226
C -2.260 1.126 3.923
C -2.695 2.370 4.388
C -3.122 2.550 5.687
O -3.493 3.823 5.983
C -4.122 4.162 7.199
H -3.869 0.978 9.710
H -2.513 0.158 8.897
H -4.198 -0.227 8.440
H -2.687 -0.663 6.762
H -1.109 -2.281 2.834
H -1.571 4.026 0.477
H -0.670 4.315 -1.811
H 0.154 2.357 -3.066
H 0.745 0.135 -3.054
H 0.549 -3.240 -2.728
H 2.396 -3.945 -4.484
H 5.452 -3.655 -4.959
H 5.794 -3.967 -6.665
H 4.307 -4.581 -5.940
H 4.794 -0.372 -6.737
H 5.823 -1.141 -5.525
H 6.037 -1.530 -7.238
H -0.908 -0.184 0.210
H -2.696 3.222 3.727
H -5.027 3.573 7.364
H -3.451 4.042 8.052
H -4.389 5.213 7.092

## Properties
Frontier orbital gap: 8.5 eV

These are the Mulliken partial charges, in e, on atoms 1 to 4:
1. C -0.95
2. O -0.44
3. C 1.46
4. C -0.11

---

DFT (ωB97M-V/def2-TZVPD) results for a molecular structure, C32H51N2OP3Pd.

CARTESIAN COORDINATES (ANGSTROEM)
C 5.064 -2.092 1.513
C 4.206 -2.075 0.425
C 3.411 -3.249 0.138
C 3.435 -4.364 1.048
C 4.329 -4.313 2.157
C 5.127 -3.217 2.368
C 2.530 -5.410 0.797
C 1.651 -5.374 -0.300
C 1.721 -4.218 -1.154
C 0.770 -4.067 -2.232
C -0.147 -5.076 -2.472
C -0.184 -6.227 -1.649
C 0.676 -6.371 -0.590
H 5.701 -1.217 1.684
H 4.341 -5.188 2.816
H 5.832 -3.182 3.206
H 2.519 -6.276 1.462
H -0.826 -4.970 -3.325
H -0.922 -7.001 -1.885
H 0.658 -7.246 0.070
N 2.599 -3.221 -0.936
Pd 0.264 -0.507 -0.231
C 4.024 -0.871 -0.466
H 3.781 -1.192 -1.489
H 4.937 -0.245 -0.441
C 0.834 -2.798 -3.038
H 1.872 -2.444 -3.107
H 0.388 -2.967 -4.035
P 2.579 0.188 0.027
P -0.063 -1.381 -2.299
C -1.791 -1.825 -2.556
H -2.421 -0.972 -2.282
H -1.909 -2.053 -3.619
H -2.027 -2.707 -1.952
C 0.266 -0.050 -3.486
H -0.086 -0.395 -4.466
H -0.281 0.840 -3.142
H 1.345 0.151 -3.511
C 3.123 0.791 1.666
H 4.147 1.180 1.594
H 2.454 1.587 2.015
H 3.099 -0.056 2.364
C 2.826 1.638 -1.063
H 2.043 2.379 -0.841
H 3.828 2.056 -0.881
H 2.725 1.320 -2.110
C -1.045 -1.620 0.734
O -2.003 -2.272 0.958
H 0.816 -1.893 0.546
C -3.078 0.565 2.390
C -3.303 1.337 1.085
C -3.871 0.387 0.017
C -4.412 2.333 1.404
P -1.733 2.226 0.498
N -0.775 1.275 -0.358
C -2.108 3.530 -0.828
C -2.673 4.759 -0.137
C -0.875 3.956 -1.632
C -3.133 3.013 -1.848
C -0.689 2.852 1.945
C 0.464 3.737 1.455
C -1.549 3.675 2.898
C -0.081 1.686 2.740
H -3.927 -0.122 2.571
H -3.068 1.264 3.243
H -2.190 -0.067 2.371
H -4.722 -0.188 0.436
H -4.274 0.972 -0.814
H -3.149 -0.343 -0.361
H -4.077 3.059 2.154
H -4.775 2.856 0.516
H -5.253 1.764 1.841
H -1.918 5.288 0.474
H -3.015 5.456 -0.921
H -3.537 4.505 0.489
H -0.447 3.101 -2.195
H -1.177 4.721 -2.371
H -0.083 4.388 -1.022
H -2.768 2.107 -2.369
H -4.121 2.801 -1.426
H -3.261 3.789 -2.625
H 0.115 4.670 0.978
H 1.080 4.038 2.324
H 1.120 3.222 0.745
H -2.331 3.084 3.383
H -0.891 4.070 3.692
H -2.002 4.530 2.388
H -0.829 1.173 3.355
H 0.383 0.944 2.076
H 0.716 2.058 3.411

## Properties
Frontier orbital gap (alpha / beta): 4.3 / 5.2 eV
Expectation value of S²: 6.050
Spin multiplicity: 5
Charge: +2

These are the Mulliken partial charges, in e, on atoms 1 to 4:
1. C -0.28
2. C 0.29
3. C -0.02
4. C 0.73

---

DFT (ωB97M-V/def2-TZVPD) results for a molecular structure, C22H23BN2O4OsSe2.

CARTESIAN COORDINATES (ANGSTROEM)
Os -0.178 0.193 -0.689
C 0.624 -1.994 2.502
Se 0.058 -3.260 1.145
C -1.773 -3.524 1.788
C -2.630 -2.286 1.952
Se -2.821 -1.214 0.328
C -3.516 0.379 1.189
H 0.370 -2.372 3.491
H 0.178 -1.018 2.325
H 1.705 -1.900 2.425
H -1.739 -4.040 2.748
H -2.219 -4.213 1.069
H -2.234 -1.622 2.722
H -3.626 -2.603 2.268
H -4.489 0.174 1.629
H -3.604 1.135 0.413
H -2.811 0.724 1.941
O -3.161 0.814 -3.434
C -2.245 0.380 -2.775
O -1.765 0.910 -1.692
C -1.539 -0.907 -3.163
C -1.942 -1.669 -4.245
C -1.253 -2.840 -4.513
C -0.189 -3.200 -3.699
C 0.149 -2.382 -2.635
N -0.519 -1.259 -2.379
H -2.778 -1.328 -4.838
H -1.541 -3.468 -5.345
H 0.374 -4.105 -3.878
H 0.964 -2.621 -1.965
O -1.315 2.691 0.832
B -0.261 1.783 0.663
O 0.769 2.101 1.570
C 0.333 3.187 2.278
C 0.969 3.877 3.286
C 0.279 4.954 3.839
C -0.987 5.311 3.390
C -1.621 4.608 2.368
C -0.933 3.543 1.830
H 1.955 3.593 3.626
H 0.740 5.524 4.634
H -1.492 6.155 3.841
H -2.604 4.881 2.008
N 1.492 -0.056 -0.587
C 2.778 -0.154 -1.077
C 3.105 0.525 -2.256
C 4.389 0.404 -2.755
C 5.329 -0.372 -2.088
C 4.996 -1.036 -0.913
C 3.717 -0.931 -0.398
H 2.352 1.132 -2.741
H 4.660 0.922 -3.665
H 6.332 -0.457 -2.486
H 5.736 -1.634 -0.399
H 3.432 -1.434 0.516

## Properties
Frontier orbital gap (alpha / beta): 6.7 / 6.7 eV
Energy relative to the best compared isomer or geometry (same formula, charge and spin): 81.5 kJ/mol

These are the Mulliken partial charges, in e, on atoms 1 to 4:
1. Os -0.49
2. C -0.67
3. Se 0.07
4. C -1.00

---

DFT (ωB97M-V/def2-TZVPD) results for a molecular structure, C10H13N2O5SSn.

CARTESIAN COORDINATES (ANGSTROEM)
O 0.991 0.025 -4.308
C 0.510 -0.026 -3.277
Sn 0.158 -0.151 -0.211
O 3.271 0.031 -2.078
C 2.266 -0.074 -1.531
C -2.508 -0.214 0.621
O -3.621 -0.134 0.380
C 0.150 -2.564 -0.197
O 0.053 -3.683 0.059
C -0.014 2.490 -0.625
O -0.253 3.607 -0.521
H -1.176 0.090 -1.370
C 3.083 -1.369 2.935
N 1.874 -1.312 3.754
C 1.694 -2.416 4.694
C 0.886 -0.458 3.447
S 1.091 0.619 2.074
N -0.203 -0.344 4.242
C -0.075 -0.448 5.705
C -1.315 0.501 3.816
H 3.821 -1.964 3.477
H 3.478 -0.356 2.777
H 2.893 -1.835 1.954
H 1.912 -2.099 5.720
H 0.689 -2.840 4.639
H 2.421 -3.188 4.432
H 0.928 -0.168 6.052
H -0.798 0.242 6.147
H -0.325 -1.455 6.056
H -1.025 1.553 3.795
H -1.681 0.205 2.831
H -2.115 0.377 4.549

## Properties
Frontier orbital gap: 5.8 eV
Charge: +3
Energy relative to the best compared isomer or geometry (same formula, charge and spin): 0.0 kJ/mol

These are the Mulliken partial charges, in e, on atoms 1 to 4:
1. O -0.04
2. C 0.07
3. Sn 0.96
4. O 0.01

---

Number 1: maximum force 0.1018 Eh/bohr. Number 2: maximum force 0.0458 Eh/bohr. Number 3: maximum force 0.0412 Eh/bohr. Number 4: maximum force 0.0725 Eh/bohr. Number 5: maximum force 0.0214 Eh/bohr. Number 6: maximum force 0.1255 Eh/bohr. Number 7: maximum force 0.0131 Eh/bohr. Number 8: maximum force 0.1061 Eh/bohr.